<A>
The following is a DFT calculation (ωB97M-V/def2-TZVPD) of a gas-phase ion, C3H7N2S (charge +1).

Properties
Net charge: +1
Gap between HOMO and LUMO: 9.044 eV
SMILES string: SN1C=[NH+]CC1

Element x y z (Å)
N  0.7493  -1.2429  0.1282
C  -0.5925  -0.9097  -0.4141
C  1.3358  -0.3223  0.7490
H  0.7911  3.0519  0.6925
H  2.3987  -0.1455  1.0326
H  -1.7708  0.7212  0.4458
N  0.4193  0.9818  0.6337
H  -1.2063  -1.7503  0.1384
H  1.2628  -2.1210  -0.0154
C  -0.7495  0.5671  -0.0354
H  -0.9598  1.1785  -0.9528
H  -0.5754  -1.2274  -1.4678
S  0.6084  2.2554  1.7307

<B>
The following is a DFT calculation (ωB97M-V/def2-TZVPD) of a molecular structure, C3H7N2S.

Properties
Net charge: +1
Gap between HOMO and LUMO: 9.041 eV

Element x y z (Å)
C  0.6654  0.3946  -1.8132
H  -0.5405  0.1606  3.4027
H  0.6478  1.0887  -2.7510
C  -0.8164  0.4932  0.1192
C  -0.9157  -0.3059  2.3961
N  0.1349  -0.5925  1.4386
H  -1.5466  -1.2768  2.5835
H  0.4745  -0.6162  -2.1612
H  1.0102  -0.2221  1.8836
S  -2.0205  0.7304  1.4034
H  1.6413  0.4658  -1.5108
H  -0.9185  1.5542  -1.6070
N  -0.4599  0.8423  -1.0550

Sorted by energy, starting with the most stable: <A>, <B>.

<A>
The following is a DFT calculation (ωB97M-V/def2-TZVPD) of a single C6H9NO2 molecule.

Properties
Gap between HOMO and LUMO: 10.524 eV
SMILES string: C=C=C[C@](N)(O)C(C)=O

Element x y z (Å)
C  -0.8080  -1.3721  -0.8339
O  1.6908  1.0046  -1.0147
C  -0.4700  0.9762  -0.0250
H  -1.8250  1.5112  1.3738
H  2.6165  -0.3737  0.9455
H  -0.0963  -2.7033  -2.2543
H  1.0245  -1.1887  1.0116
C  1.5445  -0.2286  1.0336
C  -1.2924  -0.2350  -0.4482
N  -0.8334  1.3242  1.3283
O  -0.7114  2.0479  -0.9165
H  1.2922  0.2470  1.9911
H  0.0534  2.1040  -1.5117
H  -0.1618  -3.3252  -0.5337
H  -2.3589  -0.0667  -0.4308
H  -0.3644  2.1848  1.5904
C  1.0246  0.6098  -0.0867
C  -0.3250  -2.5164  -1.2186

<B>
The following is a DFT calculation (ωB97M-V/def2-TZVPD) of a single C6H9NO2 molecule.

Properties
Gap between HOMO and LUMO: 10.918 eV

Element x y z (Å)
C  -0.8178  -0.0835  1.0582
H  3.2672  -0.6114  -0.5595
C  1.6275  0.0579  0.0391
C  -0.7705  -0.7909  -0.6970
H  -2.7410  -1.0777  0.3879
O  2.3558  -0.4970  -0.9372
H  1.5036  1.3329  1.4340
N  2.1331  1.0258  0.6956
H  -1.4548  -2.2531  0.8931
C  -1.0961  0.6604  -0.2856
H  -0.8395  0.3308  2.0742
H  -0.7225  -1.2014  -1.7128
H  0.6856  -1.7232  0.7267
C  -1.6650  -1.2547  0.4861
C  0.3894  -0.7358  0.3419
H  -0.3626  1.4291  -0.5737
H  -2.5042  1.9934  -0.2468
O  -2.3939  1.0960  -0.5718

Sorted by energy, starting with the most stable: <A>, <B>.

<A>
The following is a DFT calculation (ωB97M-V/def2-TZVPD) of a single C4H7N3S molecule.

Properties
Gap between HOMO and LUMO: 8.186 eV
SMILES string: [H]/N=C/NN1CC(=S)C1

Element x y z (Å)
H  -0.7254  -1.4868  -1.2044
H  1.2948  1.2885  -2.9108
C  -0.2401  0.2327  2.0846
S  -0.2690  0.6976  3.6724
H  -1.5365  -1.2104  1.0746
H  -0.3033  -0.4071  -3.0605
C  -0.5009  -1.0027  1.2815
H  -0.2067  1.7202  0.4533
N  0.2256  -0.4680  0.1895
C  0.3904  0.9075  0.8264
N  -0.5156  -0.5149  -0.9835
H  -0.1136  -2.0011  1.6748
N  0.9530  1.0025  -2.0052
H  1.4561  1.1838  1.0071
C  0.0911  0.0582  -2.0998

<B>
The following is a DFT calculation (ωB97M-V/def2-TZVPD) of a single C4H7N3S molecule.

Properties
Gap between HOMO and LUMO: 8.967 eV
SMILES string: C=N/N=C(\C)SN=C

Element x y z (Å)
C  -2.9062  -1.2350  0.2782
H  2.3471  -2.6865  -0.3029
S  1.5912  0.7516  0.1612
H  -2.3712  -2.1100  1.0165
C  1.7433  -1.8562  -0.1321
N  -2.3287  -0.1974  -0.3503
H  -1.4508  2.0856  -1.0160
N  -0.9334  -0.3607  0.0281
H  0.6189  -1.9641  -0.1247
C  -0.8709  2.0095  -0.0837
C  -0.1762  0.7248  -0.0124
H  -3.9837  -1.2635  -0.2208
H  -1.3249  2.3113  0.9303
N  2.3977  -0.7169  -0.1053
H  0.0160  2.6670  -0.1693

<C>
The following is a DFT calculation (ωB97M-V/def2-TZVPD) of a single C4H7N3S molecule.

Properties
Gap between HOMO and LUMO: 9.213 eV
SMILES string: [H]/N=C(/C=C)N(S)/C=N/[H]

Element x y z (Å)
C  1.7732  0.1169  -0.5390
C  3.0371  -0.3480  -0.3210
H  1.4373  0.8432  -1.2601
S  -2.1595  -0.6350  -0.0895
H  -2.4987  -1.1962  -1.3963
N  -0.6212  0.0781  -0.4817
H  -1.8119  1.7314  -0.3446
N  0.7968  -1.5182  0.9583
C  0.6674  -0.5314  -0.0002
C  -0.7846  1.4216  -0.0268
H  -0.1996  -1.7175  1.3025
H  -0.0467  3.1598  0.7799
N  0.1759  2.0591  0.6778
H  3.1949  -0.9855  0.5077
H  3.8582  0.0368  -0.9165

<D>
The following is a DFT calculation (ωB97M-V/def2-TZVPD) of a single C4H7N3S molecule.

Properties
Gap between HOMO and LUMO: 9.103 eV
SMILES string: C=CN/C=N\C=N\S

Element x y z (Å)
N  -0.2252  -1.8575  0.1523
N  1.2274  -0.1145  -0.4008
S  2.7057  0.6768  0.0395
H  -2.1737  2.9988  0.2680
H  2.8404  1.3296  -1.1247
C  -1.6593  0.9643  -0.0338
H  -3.0877  -0.4755  -0.3613
H  -2.0690  -2.3638  -0.3502
H  -3.5476  1.8549  0.4084
C  -1.4252  -1.5308  -0.1512
C  -2.4748  1.9738  0.2392
H  1.4613  -1.2987  1.3533
N  -2.1279  -0.3462  -0.2154
H  -0.5405  1.0308  -0.2364
C  0.8436  -1.0203  0.3889

Sorted by energy, starting with the most stable: <D>, <A>, <C>, <B>.

<A>
The following is a DFT calculation (ωB97M-V/def2-TZVPD) of a single C4H7N3S molecule.

Properties
Gap between HOMO and LUMO: 9.530 eV
SMILES string: [H]/N=C(/C=C)N(S)/C=N/[H]

Element x y z (Å)
N  -0.7968  0.8456  1.5729
S  -0.5334  -2.3228  1.4636
H  -0.4148  -1.1004  -2.8727
C  -0.0557  0.3248  0.6123
C  -0.2341  -1.3851  -1.0383
C  0.7682  1.1972  -0.2502
H  0.5994  -2.4042  2.0778
N  -0.1157  -1.1308  0.3362
H  -0.3108  2.6515  0.6085
H  1.2718  3.1606  -0.5033
H  -0.4912  -2.6140  -0.9898
C  0.4497  2.5212  -0.1395
N  -0.2846  -0.5574  -1.9887
H  -1.5223  0.0738  1.8102
H  1.6702  0.7399  -0.6989

<B>
The following is a DFT calculation (ωB97M-V/def2-TZVPD) of a molecular structure, C4H7N3S.

Properties
Gap between HOMO and LUMO (spin up / spin down): 7.844 / 7.533 eV

Element x y z (Å)
H  -0.0600  -2.2981  0.4444
N  0.8444  -0.5890  -0.0676
S  -2.6562  -0.4171  0.0503
N  -3.4045  1.0366  0.1294
H  -3.0451  1.8558  -0.2946
H  1.8623  -2.2071  0.4884
C  1.5040  1.5270  -0.1006
H  0.7209  -2.5936  -1.0981
H  3.0439  0.0235  -0.0057
C  -0.1183  0.2949  -0.0169
C  0.8732  -2.0634  -0.0783
H  -3.9046  1.3278  0.9546
N  0.1722  1.5238  -0.1304
H  2.1770  2.3368  -0.1752
C  1.9908  0.2421  -0.0998

Sorted by energy, starting with the most stable: <A>, <B>.

<A>
The following is a DFT calculation (ωB97M-V/def2-TZVPD) of a molecular structure, C4H7N3S.

Properties
Gap between HOMO and LUMO: 7.847 eV

Element x y z (Å)
C  -0.3082  0.1170  -0.0711
H  2.6817  0.5845  -0.4549
N  0.0405  -1.1151  -0.1741
C  1.9830  0.0426  0.3213
C  0.9670  1.0481  0.0063
H  1.7937  -2.1357  -0.1625
H  1.0154  1.4964  -0.8681
H  2.3129  -0.5381  1.3119
H  0.5151  1.8398  0.7859
C  -2.6514  -0.5009  0.0524
H  -2.1259  -1.6467  0.5857
N  1.4078  -1.1163  -0.3351
S  -4.2143  -0.1751  0.0166
H  -1.8159  1.6444  -0.7835
N  -1.6013  0.4549  -0.2308

<B>
The following is a DFT calculation (ωB97M-V/def2-TZVPD) of a single C4H7N3S molecule.

Properties
Gap between HOMO and LUMO: 8.484 eV
SMILES string: N[C@]12C[C@@H]1NNC2=S

Element x y z (Å)
N  0.3672  1.5366  -0.1450
S  -2.8736  -0.4142  -0.2506
N  -0.9352  1.3119  0.2690
H  -1.5556  2.0961  0.4470
H  1.0634  1.4655  0.6393
C  1.1131  -0.9509  -0.9767
C  -1.3566  0.0205  0.0131
N  0.4681  -0.7931  1.3445
H  0.1803  -0.0064  1.9018
H  -0.2394  0.4028  -1.7882
H  1.0106  -1.4979  -1.9216
H  2.0601  -1.1180  -0.4377
C  0.4689  0.3599  -0.9668
C  -0.0453  -0.7996  0.0103
H  0.2740  -1.6133  1.8616

Sorted by energy, starting with the most stable: <B>, <A>.

<A>
The following is a DFT calculation (ωB97M-V/def2-TZVPD) of a molecular structure, C5H5NO.

Properties
Gap between HOMO and LUMO: 10.497 eV

Element x y z (Å)
H  -1.0335  -0.6585  1.2487
C  0.2187  2.0228  -0.1099
O  -1.5010  0.3963  -0.5230
N  2.3901  -1.4962  1.1149
H  0.4766  -1.1461  -1.3901
H  0.9193  2.7809  0.2003
C  -1.0147  -0.7613  0.1571
C  0.4218  -0.6734  -0.4047
C  0.2592  0.8179  -0.5081
C  1.5312  -1.1243  0.4364
H  -1.5585  -1.6564  -0.1514
H  -1.1091  1.4983  -0.0701

<B>
The following is a DFT calculation (ωB97M-V/def2-TZVPD) of a molecular structure, C5H5NO.

Properties
Gap between HOMO and LUMO (spin up / spin down): 8.151 / 6.910 eV

Element x y z (Å)
O  -0.0457  -0.2995  1.6452
H  1.3787  -1.5465  0.7685
H  -0.4977  1.7365  0.0475
H  1.4289  0.2382  -1.7526
H  -2.0363  -0.8091  1.0152
C  1.7940  0.3571  0.0322
C  -1.1394  -0.2888  0.6965
C  -0.9905  0.8109  -0.2600
N  2.1679  0.6042  -1.0849
C  -0.2397  -0.4998  -0.5267
C  0.8525  -0.5992  0.6327
H  -1.8224  0.9539  -0.9465

<C>
The following is a DFT calculation (ωB97M-V/def2-TZVPD) of a single C5H5NO molecule.

Properties
Gap between HOMO and LUMO: 10.144 eV
SMILES string: C#CC(=O)[C@H]1CN1

Element x y z (Å)
H  -0.3559  0.9495  -1.4301
O  0.4262  0.7303  1.7045
C  1.8492  -0.0477  0.0685
C  -0.5635  0.5490  -0.4395
C  -1.5721  -0.5326  -0.2371
C  0.5747  0.4667  0.5276
H  -1.7518  0.9842  1.1383
C  2.8923  -0.5428  -0.2648
H  -2.1181  -0.9234  -1.0966
H  3.8413  -0.9636  -0.5047
H  -1.3455  -1.2580  0.5517
N  -1.8607  0.8421  0.1324

Sorted by energy, starting with the most stable: <C>, <A>, <B>.